A structure of composition C38H61FN3S2Si4TeW at a distorted geometry. Source: the OMol25 dataset; level of theory: the ωB97M-V functional and the def2-TZVPD basis.

As for the spin multiplicity: 3. The calculation puts the frontier orbital gap (spin up / spin down) at 5.914 / 6.930 eV. The value obtained for the energy above the lowest of the compared OMol25 structures with the same formula, charge and spin is 1.844 eV. As for the total energy: -4038.04558 hartree. For the LUMO energy (spin up / spin down), the calculation gives -3.83 / -3.34 eV. Its charge is +1.

```
111
Properties=species:S:1:pos:R:3:forces:R:3
W -0.879449 1.384721 0.904887 -0.5215 0.1828 -0.5224
S 2.807070 3.128865 3.321921 -0.2301 -0.1489 -0.1417
C 3.164870 1.437077 3.397129 -0.1850 0.1018 -0.0661
C 4.258472 0.843726 4.009435 0.0926 -0.0555 0.0483
C 4.332521 -0.534514 4.014206 0.0248 0.1467 0.0094
C 3.326718 -1.287177 3.409826 -0.0134 -0.0252 0.0625
C 2.246189 -0.691724 2.787099 -0.0496 -0.1037 -0.0087
C 2.143752 0.697301 2.779351 0.3418 -0.1133 0.0163
N 1.120962 1.483342 2.251031 -0.4862 0.7392 -0.1999
C 1.332711 2.756601 2.488724 0.5535 -0.1789 0.3336
C 0.349491 3.776992 2.196932 -0.1954 0.3205 0.0002
C 0.661145 5.129599 2.348045 -0.0336 -0.3133 0.0557
C -0.323869 6.079904 2.175752 -0.1194 0.0704 -0.0184
C -1.615335 5.663856 1.869438 0.0786 0.0656 0.0511
C -1.903468 4.322157 1.675713 -0.2093 -0.2433 -0.0032
C -0.930792 3.327181 1.803026 0.6128 0.1988 -0.0460
H 5.018753 1.450858 4.482749 0.0145 -0.0250 -0.0136
H 5.171474 -1.025888 4.487619 -0.0234 -0.0171 0.0141
H 3.387398 -2.366370 3.432129 0.0678 0.1339 0.0674
H 1.486748 -1.305631 2.324308 -0.0368 0.0711 0.0151
H 1.677613 5.419317 2.587227 -0.0394 0.0946 0.0700
H -0.096607 7.130732 2.294250 -0.0092 -0.0032 -0.0205
H -2.409282 6.391457 1.758527 0.0228 0.0228 0.0068
H -2.913489 4.059112 1.402553 0.0235 -0.0309 -0.0358
F -4.735209 5.441214 -3.285818 -0.0345 0.0162 0.0034
C -4.337132 4.489510 -2.420136 0.0385 -0.0388 0.0356
C -4.943311 4.397666 -1.185013 -0.0577 0.0652 -0.0433
C -4.508646 3.421326 -0.299696 0.0884 -0.0374 -0.0198
C -3.475825 2.542386 -0.626439 -0.1338 -0.0176 -0.1189
C -3.023300 1.454367 0.312306 0.3729 0.5301 -0.1992
C -2.925376 2.646448 -1.905061 -0.1010 0.0049 0.0804
C -3.337852 3.616736 -2.802388 0.0498 -0.0225 -0.0595
H -5.753701 5.069054 -0.934099 0.0310 0.0208 0.0108
H -4.992510 3.340987 0.667321 -0.0047 -0.0217 -0.0003
H -3.263360 0.512634 -0.183671 0.1120 -0.0664 0.0903
H -3.642676 1.476139 1.216769 0.1194 -0.0189 0.0913
H -2.171209 1.930961 -2.210181 0.0694 0.0106 -0.0120
H -2.901546 3.696845 -3.789808 -0.0345 0.0116 0.0017
C 2.600669 0.312192 -6.715494 -0.1119 -0.0834 0.0108
C 1.882571 -0.760337 -5.900138 0.0906 0.0716 0.0825
C 1.750928 -0.406364 -4.416834 -0.0650 -0.0050 -0.0940
C 0.614380 0.581355 -4.164290 0.1645 -0.0979 -0.1178
N 0.563165 1.046006 -2.780436 0.1268 0.1505 -0.1107
C 0.742484 2.291659 -2.362195 -0.3268 -0.6680 -0.0167
S 0.317692 2.808146 -0.794319 -0.0845 0.4648 0.7581
N 1.235880 3.241921 -3.186612 0.0494 0.0923 0.0937
C 2.520831 3.110211 -3.892382 0.2380 -0.0842 0.0013
C 3.721918 3.370395 -2.975909 -0.1612 0.0682 0.0953
C 3.688257 4.699078 -2.217090 0.0681 0.0221 -0.1981
C 3.785962 5.923276 -3.127502 -0.0246 -0.1289 0.1537
H 2.651272 0.017132 -7.763008 0.0245 0.0664 -0.0139
H 3.622640 0.451979 -6.358487 -0.0003 0.0266 0.0090
H 2.084402 1.273739 -6.669439 0.0244 0.0114 -0.0240
H 2.437841 -1.695671 -5.982285 -0.0562 -0.0249 -0.0459
H 0.888993 -0.939360 -6.320450 0.0064 -0.0768 -0.0020
H 2.693878 0.017567 -4.059088 0.0044 -0.0581 0.0683
H 1.563948 -1.313718 -3.837081 0.0165 0.0329 0.0646
H -0.338002 0.099108 -4.394307 -0.0315 0.0395 0.0385
H 0.699136 1.455748 -4.806336 -0.0840 -0.0147 0.0007
H 0.235737 0.391175 -2.086228 -0.0085 -0.0504 0.1365
H 1.126763 4.162135 -2.782331 -0.0505 0.0154 0.0321
H 2.504886 3.808651 -4.728466 -0.0428 -0.0247 -0.0120
H 2.608503 2.105941 -4.298476 -0.0414 0.1022 -0.0873
H 4.619556 3.340111 -3.599322 0.0142 -0.0840 0.0076
H 3.793786 2.549709 -2.255749 0.0212 -0.0264 -0.0294
H 4.532554 4.706733 -1.525251 -0.0480 0.0077 0.0556
H 2.790549 4.759461 -1.594539 0.0116 -0.0327 0.0438
H 4.761729 5.958184 -3.613415 -0.0218 0.0219 -0.0544
H 3.664150 6.836341 -2.545742 0.0168 0.0423 -0.0712
H 3.022207 5.917828 -3.907788 -0.0146 0.0534 0.0060
C -3.216260 -2.578995 4.338210 0.1403 -0.1250 -0.1733
Si -1.484291 -3.309812 4.136349 -0.1634 0.1550 0.4970
C -1.416278 -5.037052 4.895011 -0.0034 0.0940 -0.2097
C -0.296223 -2.171275 5.062203 0.0168 -0.1089 -0.3473
Si -1.080460 -3.574227 1.811130 0.2007 0.4111 -0.0127
Te -0.900946 -1.132935 0.803140 0.0362 -1.4763 0.1280
Si -3.008835 -4.357077 0.659207 -0.3591 -0.0764 -0.2428
C -3.452499 -6.053123 1.363034 0.1751 0.1778 0.0292
C -2.615297 -4.503917 -1.186238 0.1073 0.0574 0.2623
C -4.457521 -3.167685 0.898142 0.2846 -0.0291 0.0745
Si 0.887180 -4.622124 0.995332 0.4025 -0.3159 -0.2829
C 0.644932 -6.474912 1.274313 -0.1050 0.1797 -0.0057
C 1.054003 -4.269136 -0.856104 -0.2006 0.0211 0.1719
C 2.522316 -4.113001 1.793946 -0.3842 0.0768 0.0488
H -3.362773 -2.246306 5.368005 0.0557 -0.0306 0.0275
H -3.998288 -3.307355 4.113900 0.0314 -0.0054 -0.0226
H -3.367641 -1.713988 3.688113 0.0174 -0.0030 0.0003
H -1.813033 -5.013745 5.912253 -0.0055 0.0451 0.0072
H -0.394767 -5.419138 4.947604 0.0091 0.0241 -0.0276
H -2.012528 -5.753001 4.324424 -0.0059 0.0005 0.0176
H -0.636712 -2.055437 6.093647 -0.0751 -0.0654 -0.0102
H -0.266161 -1.175965 4.614095 0.0027 0.0212 -0.0213
H 0.724406 -2.554742 5.093570 0.0267 -0.0177 -0.0424
H -2.582217 -6.711062 1.418382 -0.0141 -0.0015 -0.0217
H -4.198526 -6.544928 0.735498 -0.0167 0.0476 -0.0404
H -3.870671 -5.970265 2.368468 0.0108 0.0270 0.0005
H -2.058670 -5.418767 -1.399929 0.0223 0.0134 0.0210
H -2.016918 -3.657327 -1.530894 -0.0254 -0.0001 -0.0242
H -3.531418 -4.528353 -1.778967 -0.0553 -0.0107 0.0622
H -4.892603 -3.264299 1.894182 0.0345 0.0074 -0.0091
H -5.244996 -3.369629 0.169647 0.0302 -0.0641 -0.0358
H -4.145249 -2.127923 0.771727 -0.0219 -0.0008 -0.0201
H -0.149329 -6.874609 0.639757 -0.0123 0.0182 0.0147
H 0.390895 -6.702138 2.312171 0.0060 0.0082 0.0008
H 1.561397 -7.018058 1.034004 0.0298 0.0410 -0.0211
H 0.276737 -4.772145 -1.434102 -0.0006 0.0283 0.0236
H 2.020653 -4.613370 -1.229182 0.0354 -0.0370 0.0829
H 0.981022 -3.197581 -1.058168 0.0173 -0.0002 -0.0007
H 2.563814 -4.374574 2.853625 -0.0443 -0.0006 0.0016
H 2.710245 -3.042505 1.698597 -0.0453 -0.1786 -0.1468
H 3.342302 -4.635614 1.296922 -0.0543 -0.0628 -0.0684
```
Forces are in eV/Å.